ORCA calculation (ωB97M-V/def2-TZVPD) on a 21-piece molecular cluster, C42H126O21S21 overall.

The calculation puts the HOMO energy at -8.07 eV. The value obtained for the energy above the lowest of the compared OMol25 structures with the same formula, charge and spin is 0.000 eV. As for the total energy: -11617.1471 Eh. For the HOMO-LUMO gap, the calculation gives 8.089 eV. As for the net charge: 0.

Each line ends with the Löwdin charge.
Element x y z (Å)
C: 9.21269 -19.17815 -15.15732  -0.25
S: 10.86524 -18.53786 -14.84342  0.83
O: 11.82791 -19.61064 -15.22240  -0.57
C: 10.88653 -17.29623 -16.15003  -0.24
H: 9.09218 -20.04756 -14.50161  0.03
H: 9.16673 -19.54881 -16.17252  0.06
H: 8.51281 -18.39448 -14.86206  0.03
H: 11.74912 -16.66697 -15.99347  0.06
H: 9.91678 -16.81145 -16.19444  0.01
H: 10.95701 -17.86036 -17.05859  0.02
C: 7.07166 -22.31922 -14.98882  -0.28
S: 7.82979 -23.93652 -14.98950  0.80
O: 8.33404 -24.15788 -16.36110  -0.56
C: 9.25132 -23.41397 -14.00979  -0.25
H: 6.42072 -22.41492 -15.87767  0.03
H: 7.74025 -21.49746 -15.21881  0.03
H: 6.51669 -22.13977 -14.06913  0.03
H: 8.87749 -23.01002 -13.07291  0.05
H: 9.84141 -22.68505 -14.56932  0.06
H: 9.76224 -24.36014 -13.82415  0.04
C: -0.60573 -18.52214 -20.36208  -0.27
S: -0.60547 -19.54324 -21.82577  0.84
O: -0.61604 -18.65790 -23.05105  -0.57
C: 1.08351 -20.17296 -21.68121  -0.23
H: 0.19912 -17.77064 -20.40887  0.05
H: -0.41368 -19.18188 -19.51719  0.03
H: -1.57365 -18.04049 -20.35721  0.03
H: 1.43788 -20.07687 -22.71687  0.06
H: 1.03872 -21.20172 -21.31396  0.00
H: 1.69473 -19.63366 -20.95873  0.04
C: 4.96229 -12.16004 -20.28543  -0.21
S: 4.43049 -13.15356 -18.84643  0.80
O: 3.03434 -12.76392 -18.51601  -0.57
C: 4.39456 -14.73169 -19.72809  -0.25
H: 4.84365 -11.11088 -20.02323  0.05
H: 4.35988 -12.47013 -21.11582  0.04
H: 6.00833 -12.45846 -20.44955  0.05
H: 3.82892 -15.42994 -19.10573  0.03
H: 5.42751 -15.05500 -19.72209  0.02
H: 3.82517 -14.60309 -20.65151  0.04
C: -1.55342 -22.49788 -19.75463  -0.26
S: -0.49137 -22.33242 -18.35655  0.78
O: 0.52595 -21.32071 -18.74944  -0.57
C: -1.60480 -21.51584 -17.25829  -0.24
H: -2.37617 -23.15551 -19.46168  0.07
H: -1.01507 -22.90319 -20.61800  0.05
H: -1.92390 -21.47737 -19.91183  0.04
H: -2.18201 -20.83875 -17.90132  0.05
H: -1.05555 -20.88430 -16.56156  0.03
H: -2.15155 -22.31865 -16.80482  0.04
C: 6.77273 -13.98416 -15.73797  -0.25
S: 7.32545 -15.68006 -15.72744  0.78
O: 7.70290 -16.20291 -14.37771  -0.55
C: 5.85626 -16.50420 -16.42310  -0.22
H: 6.10518 -13.65854 -14.94443  0.06
H: 6.29105 -13.77760 -16.69945  0.01
H: 7.73183 -13.51138 -15.56091  0.04
H: 5.16861 -16.98926 -15.72719  0.05
H: 6.31172 -17.26694 -17.07234  0.02
H: 5.47811 -15.78736 -17.16479  0.03
C: 4.37434 -21.34036 -26.69146  -0.26
S: 4.49763 -19.59850 -26.34423  0.82
O: 4.28055 -19.46887 -24.84930  -0.57
C: 6.27533 -19.52478 -26.58530  -0.25
H: 5.19041 -21.72597 -26.10047  0.03
H: 4.41606 -21.52771 -27.75080  0.06
H: 3.44204 -21.72709 -26.24818  0.06
H: 6.54932 -19.34086 -27.63200  0.07
H: 6.62196 -20.49444 -26.26360  0.02
H: 6.65553 -18.74768 -25.91395  0.03
C: 5.51982 -15.82829 -25.31170  -0.26
S: 6.86255 -16.14573 -24.17173  0.78
O: 7.49453 -14.82434 -23.85504  -0.54
C: 5.86550 -16.66366 -22.78210  -0.25
H: 6.01477 -15.32712 -26.14407  0.06
H: 4.82542 -15.14404 -24.80207  0.03
H: 5.05244 -16.76360 -25.59058  0.02
H: 5.12276 -15.87392 -22.59925  0.04
H: 6.55076 -16.78820 -21.95723  0.01
H: 5.39318 -17.61799 -23.02831  0.04
C: 6.88212 -20.73563 -23.05263  -0.26
S: 8.37183 -19.76925 -23.26288  0.82
O: 8.68832 -19.32287 -21.85357  -0.56
C: 9.50305 -21.13408 -23.56263  -0.25
H: 7.12247 -21.44796 -22.27150  0.03
H: 6.66330 -21.30663 -23.96202  0.04
H: 6.14070 -20.01878 -22.68760  0.05
H: 9.58423 -21.62381 -22.59402  0.03
H: 10.40391 -20.68718 -23.95486  0.04
H: 9.01620 -21.95926 -24.11081  0.05
C: -2.83691 -17.59899 -17.87586  -0.26
S: -4.32916 -17.37934 -16.83916  0.83
O: -4.38490 -18.52448 -15.89118  -0.57
C: -3.76245 -15.87810 -16.02810  -0.26
H: -2.71829 -16.67523 -18.43735  0.06
H: -3.06007 -18.30018 -18.68359  0.04
H: -2.00937 -17.79666 -17.21450  0.02
H: -2.70966 -15.96257 -15.77816  0.00
H: -4.33828 -15.75807 -15.10274  0.06
H: -3.95260 -15.05066 -16.70982  0.06
C: -0.67167 -17.85074 -13.03111  -0.26
S: -1.48009 -18.54082 -14.47407  0.81
O: -0.48457 -19.35252 -15.22232  -0.56
C: -2.58391 -19.69629 -13.64555  -0.23
H: -1.42418 -17.22275 -12.55854  0.06
H: 0.05992 -17.16760 -13.43433  0.03
H: -0.25851 -18.60468 -12.33829  0.07
H: -2.03850 -20.55459 -13.22455  0.07
H: -3.26638 -19.92148 -14.45097  0.02
H: -2.98565 -19.25476 -12.74347  0.05
C: 1.97534 -16.55790 -22.41366  -0.26
S: 1.87929 -15.02714 -23.32470  0.85
O: 3.27500 -14.45097 -23.23896  -0.58
C: 1.78848 -15.76321 -24.95301  -0.24
H: 1.03708 -17.09520 -22.60868  0.02
H: 2.08359 -16.36790 -21.33523  0.05
H: 2.83143 -17.07860 -22.82549  0.05
H: 2.78862 -16.16433 -25.03864  0.02
H: 1.55858 -15.05571 -25.73548  0.06
H: 1.06815 -16.58788 -24.90279  0.06
C: 3.53749 -23.37166 -17.89777  -0.24
S: 4.33509 -24.49905 -16.75879  0.81
O: 3.28559 -25.45909 -16.33373  -0.56
C: 5.37297 -25.33969 -17.97844  -0.25
H: 2.74134 -22.80824 -17.41535  0.04
H: 3.02708 -23.91641 -18.68082  0.05
H: 4.33822 -22.67034 -18.10995  0.04
H: 4.76612 -25.59848 -18.84889  0.05
H: 5.86002 -26.11853 -17.40133  0.06
H: 6.07160 -24.61646 -18.39081  0.04
C: 0.64338 -25.83417 -14.51210  -0.25
S: 0.11237 -24.35452 -15.38609  0.79
O: -1.31308 -24.03838 -15.10014  -0.55
C: 1.14031 -23.18809 -14.48878  -0.26
H: 0.69557 -25.68018 -13.42894  0.06
H: 1.59998 -26.02767 -14.97966  0.01
H: -0.04486 -26.63147 -14.74262  0.05
H: 1.10049 -22.27305 -15.08696  0.03
H: 2.16129 -23.57683 -14.51139  0.04
H: 0.78068 -23.01243 -13.47100  0.07
C: 11.99451 -20.93127 -18.20904  -0.26
S: 11.34270 -19.91610 -19.51200  0.79
O: 11.77806 -18.50547 -19.34154  -0.55
C: 12.33667 -20.56112 -20.86985  -0.24
H: 11.49970 -20.67856 -17.27854  0.02
H: 13.05455 -20.77309 -18.07812  0.07
H: 11.70931 -21.92724 -18.50330  0.04
H: 12.40865 -21.63781 -20.80058  0.04
H: 13.31421 -20.13893 -20.70623  0.05
H: 11.82738 -20.28116 -21.81590  0.04
C: 10.15456 -14.83552 -18.87665  -0.23
S: 8.54104 -15.60841 -19.08158  0.78
O: 7.53580 -14.54557 -19.40174  -0.56
C: 8.89497 -16.52574 -20.56518  -0.25
H: 10.15109 -14.00599 -19.59663  0.07
H: 10.90062 -15.57713 -19.10820  0.04
H: 10.24525 -14.42011 -17.87733  0.05
H: 8.04429 -17.14718 -20.83954  0.01
H: 9.73900 -17.16979 -20.31556  0.03
H: 9.09299 -15.79780 -21.36363  0.08
C: 1.08624 -16.72613 -17.25566  -0.24
S: 0.56355 -15.11695 -16.65204  0.83
O: -0.44576 -15.39809 -15.58866  -0.57
C: 2.10587 -14.60019 -15.92236  -0.25
H: 0.20811 -17.32226 -17.52903  0.04
H: 1.72612 -17.12887 -16.45499  0.03
H: 1.69158 -16.62835 -18.17066  0.05
H: 1.93069 -13.70920 -15.32603  0.07
H: 2.79300 -14.46510 -16.75167  0.02
H: 2.38465 -15.39017 -15.22453  0.05
C: 4.20341 -23.84528 -23.46497  -0.25
S: 3.87640 -23.26448 -21.80926  0.80
O: 4.64238 -24.17965 -20.93929  -0.57
C: 2.10101 -23.67269 -21.72837  -0.24
H: 4.05036 -24.91813 -23.58965  0.07
H: 5.27827 -23.65539 -23.54411  0.02
H: 3.69436 -23.15021 -24.16406  0.05
H: 1.93312 -24.74742 -21.73380  0.07
H: 1.62742 -23.15173 -22.58367  0.06
H: 1.79127 -23.12876 -20.84190  0.01
C: 9.45383 -24.18194 -20.85087  -0.24
S: 7.79916 -24.18080 -21.50820  0.78
O: 7.84575 -23.91396 -22.97018  -0.55
C: 7.35969 -25.89632 -21.24065  -0.23
H: 9.24565 -24.37023 -19.80599  0.05
H: 10.02586 -23.26117 -20.92750  0.04
H: 10.03948 -24.89169 -21.42552  0.06
H: 8.12181 -26.43946 -21.78781  0.06
H: 6.36594 -26.03291 -21.64789  0.05
H: 7.51365 -26.06524 -20.18786  0.05
C: 4.11879 -21.09947 -13.05703  -0.25
S: 4.27483 -19.60382 -14.02264  0.83
O: 5.06210 -19.98317 -15.23611  -0.56
C: 2.55829 -19.55435 -14.49797  -0.26
H: 3.42241 -20.87789 -12.26162  0.06
H: 5.09959 -21.36512 -12.68315  0.04
H: 3.66391 -21.83297 -13.72890  0.04
H: 2.44879 -18.80265 -15.27157  0.03
H: 1.99017 -19.22064 -13.61778  0.06
H: 2.27518 -20.52709 -14.86825  0.03
C: 3.51638 -19.39827 -18.19321  -0.24
S: 4.52241 -19.50495 -19.68372  0.78
O: 4.59217 -18.15727 -20.27487  -0.55
C: 6.12230 -19.90214 -18.93342  -0.21
H: 3.98096 -20.11913 -17.50107  0.03
H: 2.48759 -19.72281 -18.41886  0.04
H: 3.65852 -18.38983 -17.86307  0.03
H: 6.80871 -20.05649 -19.76579  0.04
H: 5.87648 -20.78896 -18.34351  0.04
H: 6.45715 -19.04820 -18.33412  0.05